[1]
{"formula": "C19H19BN8SV", "method": "ωB97M-V with the def2-TZVPD basis set", "spin_multiplicity": 2, "s_squared": 1.094, "orbital_gap_ha": [0.22118, 0.19504], "homo_energy_ha": [-0.2467, -0.2315], "total_charge": 0, "symbols": ["V", "S", "C", "N", "N", "C", "C", "C", "C", "C", "C", "N", "N", "C", "C", "C", "C", "C", "C", "H", "H", "H", "H", "H", "H", "H", "H", "H", "H", "H", "B", "N", "C", "C", "C", "N", "N", "C", "C", "C", "N", "H", "H", "H", "H", "H", "H", "H", "H"], "xyz": [[0.15183, -0.20289, -1.16353], [-2.03193, -0.75966, -1.07388], [-1.61756, 0.42471, 0.21137], [-1.98179, 0.27654, 1.49811], [-2.70852, -0.79658, 1.75758], [-3.14867, -1.09595, 3.05255], [-2.86910, -0.28338, 4.14725], [-3.34437, -0.65091, 5.39820], [-4.09038, -1.81063, 5.57444], [-4.35919, -2.61311, 4.47357], [-3.89229, -2.26131, 3.21799], [-0.78850, 1.49830, -0.02350], [-0.28358, 1.57704, -1.29506], [0.34699, 2.79840, -1.66460], [0.23844, 3.94565, -0.89434], [0.86886, 5.10720, -1.32115], [1.60035, 5.12809, -2.50093], [1.69316, 3.97210, -3.26703], [1.06592, 2.80945, -2.85221], [-2.93299, -1.42739, 0.99334], [-2.28940, 0.61815, 4.00546], [-3.12595, -0.01693, 6.24920], [-4.45511, -2.08626, 6.55533], [-4.93621, -3.52262, 4.58918], [-4.10433, -2.89018, 2.35908], [-0.33478, 3.91667, 0.02185], [0.78259, 6.00567, -0.72320], [2.08916, 6.03786, -2.82514], [2.25491, 3.97465, -4.19282], [1.13023, 1.90401, -3.44412], [3.16168, -0.69667, -1.32996], [2.41705, -1.13092, -2.64592], [2.88196, -1.47496, -3.83872], [1.81702, -1.59554, -4.73086], [0.70045, -1.27985, -3.97995], [1.06236, -0.99857, -2.71401], [2.54905, -1.50340, -0.13861], [3.10827, -2.20892, 0.84042], [2.12972, -2.56094, 1.76247], [0.96220, -2.00277, 1.26217], [1.21602, -1.36548, 0.11107], [2.89169, 0.48050, -1.14820], [4.33996, -0.92738, -1.43988], [3.94174, -1.61310, -3.98363], [1.85747, -1.87448, -5.77011], [-0.34016, -1.24572, -4.25807], [4.16762, -2.41232, 0.82236], [2.25129, -3.13745, 2.66404], [-0.04319, -2.02871, 1.65239]]}


[2]
{"formula": "C3H9N2O", "method": "ωB97M-V with the def2-TZVPD basis set", "e_above_lowest_kj_mol": 386.80, "orbital_gap_ha": 0.46646, "homo_energy_ha": -0.6088, "total_charge": 1, "symbols": ["C", "N", "C", "N", "C", "O", "H", "H", "H", "H", "H", "H", "H", "H", "H"], "xyz": [[-0.40112, 0.27326, 1.26944], [0.33051, 0.21208, 0.04239], [-0.03757, 1.37185, -0.83317], [0.01109, -1.11799, -0.38520], [1.80360, -0.03478, 0.14701], [2.47591, 0.41377, -0.63751], [0.28005, -0.31281, 2.00439], [-0.54323, 1.36210, 1.59955], [-1.37309, -0.16687, 1.07810], [0.78420, 2.02960, -1.10371], [-0.55883, 1.14983, -1.80369], [-0.71596, 2.03107, -0.33059], [-1.00032, -1.09960, -0.39204], [0.27667, -1.32412, -1.35037], [1.88446, -0.88989, 0.83310]]}


[3]
{"formula": "C40H110N10O10", "method": "ωB97M-V with the def2-TZVPD basis set", "e_above_lowest_kj_mol": 223.60, "orbital_gap_ha": 0.33154, "homo_energy_ha": -0.3159, "total_charge": 0, "symbols": ["C", "O", "C", "C", "C", "N", "H", "H", "H", "H", "H", "H", "H", "H", "H", "H", "H", "C", "O", "C", "C", "C", "N", "H", "H", "H", "H", "H", "H", "H", "H", "H", "H", "H", "C", "O", "C", "C", "C", "N", "H", "H", "H", "H", "H", "H", "H", "H", "H", "H", "H", "C", "O", "C", "C", "C", "N", "H", "H", "H", "H", "H", "H", "H", "H", "H", "H", "H", "C", "O", "C", "C", "C", "N", "H", "H", "H", "H", "H", "H", "H", "H", "H", "H", "H", "C", "O", "C", "C", "C", "N", "H", "H", "H", "H", "H", "H", "H", "H", "H", "H", "H", "C", "O", "C", "C", "C", "N", "H", "H", "H", "H", "H", "H", "H", "H", "H", "H", "H", "C", "O", "C", "C", "C", "N", "H", "H", "H", "H", "H", "H", "H", "H", "H", "H", "H", "C", "O", "C", "C", "C", "N", "H", "H", "H", "H", "H", "H", "H", "H", "H", "H", "H", "C", "O", "C", "C", "C", "N", "H", "H", "H", "H", "H", "H", "H", "H", "H", "H", "H"], "xyz": [[-0.34367, -1.18823, 0.10811], [0.42452, -0.14097, -0.45260], [1.43028, -0.52284, -1.33392], [1.81434, 0.65908, -2.20806], [2.74511, 0.34736, -3.34870], [2.42314, 1.65856, -1.29124], [-0.86173, -1.82600, -0.61358], [-1.14802, -0.69326, 0.65561], [0.27486, -1.76478, 0.79970], [2.35241, -0.90835, -0.86327], [1.16441, -1.37590, -1.98307], [0.85550, 1.04490, -2.58651], [3.61311, -0.20123, -2.97094], [3.09899, 1.23796, -3.86662], [2.22625, -0.27561, -4.08151], [1.63069, 1.89431, -0.69852], [2.72130, 2.51201, -1.75920], [-1.97311, 2.35836, -1.80474], [-2.60358, 3.00619, -2.89586], [-3.94631, 2.62719, -2.99313], [-4.77513, 3.64705, -3.77914], [-6.25584, 3.38074, -3.61322], [-4.33088, 3.50552, -5.18957], [-2.39898, 2.69066, -0.85283], [-0.92947, 2.66467, -1.73318], [-2.03209, 1.28103, -1.97669], [-4.04632, 1.60370, -3.41156], [-4.42302, 2.35882, -2.03025], [-4.50073, 4.64815, -3.44960], [-6.38115, 3.11055, -2.55022], [-6.58271, 2.43058, -4.03731], [-6.88289, 4.25181, -3.76706], [-3.92270, 2.60039, -5.36082], [-3.67955, 4.21927, -5.47642], [-0.29205, -4.48578, -1.71120], [-0.54962, -5.09344, -0.48454], [0.52117, -5.94547, -0.08235], [0.16845, -6.54273, 1.26963], [1.20489, -7.57637, 1.70051], [-1.15285, -7.16958, 1.19749], [0.52620, -3.75138, -1.65908], [-1.18874, -3.98234, -2.07609], [0.01420, -5.18128, -2.50622], [0.64500, -6.71676, -0.84877], [1.42923, -5.33512, 0.00495], [0.12591, -5.73345, 2.00812], [0.79923, -7.97458, 2.63999], [2.11629, -7.10074, 2.06608], [1.34094, -8.39798, 1.00470], [-1.81287, -6.40227, 1.22153], [-1.34047, -7.75253, 2.00200], [4.34250, -2.11177, 2.49358], [3.82132, -3.27387, 3.08910], [2.43437, -3.22809, 3.21695], [1.90002, -4.39994, 4.03084], [0.39914, -4.34721, 4.16587], [2.52145, -4.43105, 5.38803], [5.42162, -2.14315, 2.64780], [3.96726, -1.19357, 2.95741], [4.19918, -2.00587, 1.41129], [2.06884, -2.32962, 3.73424], [1.89370, -3.29614, 2.25894], [2.13917, -5.39064, 3.63779], [-0.04741, -3.54505, 4.77012], [-0.06582, -5.27691, 4.49264], [-0.14733, -4.06351, 3.25687], [3.44519, -4.02816, 5.21626], [2.11636, -3.71718, 5.99261], [6.00758, 8.08080, -0.51116], [5.02391, 7.23001, -1.03355], [4.30011, 6.47705, -0.07809], [3.17989, 5.73752, -0.79484], [2.04850, 5.41676, 0.19139], [3.63331, 4.45337, -1.33327], [5.59003, 9.01059, -0.11582], [6.67486, 8.32247, -1.34150], [6.66435, 7.61489, 0.23383], [4.97854, 5.74051, 0.38247], [4.00952, 7.07543, 0.79689], [2.78157, 6.35096, -1.60225], [1.34035, 4.67682, -0.17572], [1.46014, 6.33696, 0.29493], [2.40157, 5.14283, 1.18612], [4.41263, 4.63747, -1.95986], [4.08025, 3.89466, -0.59906], [1.61835, 0.92802, 3.22908], [2.89748, 1.48949, 3.43132], [3.40309, 2.19140, 2.32711], [4.81855, 1.71560, 1.99428], [5.90432, 2.26884, 2.88706], [5.09764, 1.95593, 0.57237], [1.57429, 0.26278, 2.35914], [0.88848, 1.74062, 3.13141], [1.39007, 0.35214, 4.12649], [2.80462, 1.98543, 1.42776], [3.36914, 3.28714, 2.40409], [4.74776, 0.62056, 2.03257], [5.80289, 2.00374, 3.93846], [5.84952, 3.36283, 2.86639], [6.88414, 1.96868, 2.51424], [4.41668, 1.47850, -0.00967], [6.02863, 1.77270, 0.23606], [7.73689, 3.73876, -0.26764], [7.07313, 3.03876, -1.30823], [6.99778, 3.80442, -2.52279], [5.92213, 3.11823, -3.34436], [6.33341, 1.89124, -4.12164], [5.50910, 4.11381, -4.38985], [7.06898, 4.45232, 0.22099], [8.67688, 4.18901, -0.59717], [8.00505, 2.95834, 0.44777], [6.64383, 4.77924, -2.16555], [7.96055, 3.81033, -3.04422], [5.01288, 2.98615, -2.76417], [5.51707, 1.31693, -4.55077], [6.89238, 1.20327, -3.47615], [7.06005, 2.14679, -4.89819], [6.18036, 4.15991, -5.14568], [5.41868, 5.04060, -3.99060], [-2.13352, -1.12181, 3.53007], [-2.25445, -2.40787, 2.95446], [-3.39378, -2.77963, 2.19210], [-3.15409, -4.17842, 1.63727], [-4.42132, -4.65297, 0.92538], [-2.73445, -5.10598, 2.70390], [-1.06360, -0.97156, 3.64955], [-2.62236, -1.09298, 4.51362], [-2.67647, -0.39356, 2.91882], [-4.25963, -2.74176, 2.87099], [-3.62204, -2.07246, 1.38230], [-2.44234, -4.18339, 0.80711], [-4.47772, -4.19815, -0.06639], [-5.34379, -4.45007, 1.47477], [-4.36556, -5.72337, 0.71824], [-3.45293, -4.90411, 3.39333], [-1.81654, -4.77652, 2.97135], [-3.57233, -1.85546, -2.82934], [-4.53994, -2.71868, -2.26349], [-5.23459, -3.48766, -3.24495], [-5.98208, -2.62298, -4.26272], [-6.79274, -1.49827, -3.58346], [-6.89058, -3.40007, -5.11317], [-3.94958, -0.84527, -3.03236], [-3.18205, -2.22110, -3.78353], [-2.78343, -1.76083, -2.08161], [-4.49400, -4.06304, -3.81018], [-5.91607, -4.10774, -2.66499], [-5.23630, -2.16866, -4.91957], [-7.23518, -0.79651, -4.28519], [-6.24094, -1.00433, -2.77950], [-7.60113, -1.99350, -3.03122], [-7.80872, -3.44358, -4.68819], [-7.02794, -2.93299, -5.99968], [-4.40717, 0.88920, 0.92079], [-5.35318, 0.59703, 1.90953], [-5.53761, 1.68767, 2.78083], [-6.54776, 1.32484, 3.86670], [-6.03757, 0.24276, 4.79958], [-7.84617, 0.97646, 3.29852], [-3.37390, 0.98822, 1.27864], [-4.65604, 1.81054, 0.38019], [-4.36535, 0.07565, 0.19422], [-4.60189, 2.12130, 3.16561], [-5.95331, 2.52111, 2.18645], [-6.79223, 2.21909, 4.44935], [-5.03145, 0.50474, 5.14746], [-5.74710, -0.60084, 4.15931], [-6.71784, -0.00390, 5.60403], [-7.79339, 0.29205, 2.55341], [-8.32923, 1.77956, 2.92002]]}


[4]
{"formula": "C3H6N4O", "method": "ωB97M-V with the def2-TZVPD basis set", "e_above_lowest_kj_mol": 562.83, "orbital_gap_ha": 0.31268, "homo_energy_ha": -0.2886, "total_charge": 0, "symbols": ["N", "C", "C", "N", "C", "N", "N", "O", "H", "H", "H", "H", "H", "H"], "xyz": [[1.28422, 2.26558, -0.04192], [1.25733, 1.04422, 0.22885], [1.03414, -0.29000, 0.07107], [2.04252, -1.15684, -0.40775], [-0.16051, -0.92249, 0.72681], [-1.37663, -0.67245, 0.55706], [-1.90898, 0.03648, -0.45858], [-3.15042, 0.60679, -0.17875], [1.61380, 2.94127, 0.62935], [2.58550, -0.74818, -1.15231], [1.71162, -2.09002, -0.88816], [0.02585, -1.56707, 1.51108], [-1.29183, 0.73524, -0.92278], [-3.66661, -0.18253, 0.32602]]}